Entry from OMol25: C28H25BrN4O3PdS2 as an isolated structure at a distorted geometry (the ωB97M-V functional and the def2-TZVPD basis).

Output
relative energy (zero: lowest compared OMol25 entry of this formula, charge and spin): 52.0 kcal per mole
M: 716.0 g/mol
charge: 0
HOMO-LUMO gap (alpha / beta): 6.412 / 6.390 eV
HOMO (alpha / beta): -7.6 / -7.6 eV

```
64
C28H25BrN4O3PdS2, DFT the ωB97M-V functional and the def2-TZVPD basis
Pd 0.320 -0.756 -0.062
N 3.719 2.007 -0.799
C 2.565 1.306 -0.690
S 2.717 -0.399 -0.496
N 1.457 1.980 -0.801
N 0.331 1.266 -0.718
C -0.808 1.874 -0.734
C -0.926 3.348 -0.785
C -1.702 3.969 -1.759
C -1.840 5.348 -1.767
C -1.216 6.115 -0.794
C -0.448 5.499 0.185
C -0.298 4.123 0.187
C -1.999 1.044 -0.541
C -3.202 1.588 -0.101
C -4.235 0.737 0.251
C -4.052 -0.631 0.133
C -2.839 -1.088 -0.353
N -1.841 -0.279 -0.695
H 4.561 1.566 -0.476
H 3.662 3.010 -0.785
H -2.192 3.369 -2.517
H -2.440 5.825 -2.531
H -1.330 7.191 -0.797
H 0.030 6.095 0.952
H 0.291 3.632 0.950
H -3.303 2.657 0.008
H -5.164 1.138 0.634
H -4.822 -1.330 0.426
H -2.660 -2.150 -0.472
C 1.684 -2.762 -5.961
C 1.518 -2.852 -4.468
C 0.270 -2.700 -3.874
C 0.114 -2.818 -2.501
C 1.218 -3.085 -1.710
C 2.475 -3.225 -2.278
C 2.616 -3.109 -3.650
S 0.989 -3.324 0.074
C 0.966 -5.143 -0.126
O -0.437 -2.949 0.346
H 0.729 -2.898 -6.466
H 2.376 -3.527 -6.314
H 2.086 -1.790 -6.255
H -0.596 -2.497 -4.494
H -0.863 -2.732 -2.045
H 3.340 -3.410 -1.651
H 3.598 -3.219 -4.096
H 0.163 -5.407 -0.811
H 0.785 -5.573 0.858
H 1.935 -5.454 -0.513
Br 0.223 0.447 8.787
C 0.210 0.232 6.895
C 0.757 -0.912 6.338
C 0.753 -1.055 4.959
C 0.195 -0.075 4.151
C -0.358 1.061 4.733
C -0.347 1.227 6.109
C 0.160 -0.227 2.649
O -0.659 0.466 2.003
O 0.970 -1.048 2.131
H 1.177 -1.676 6.977
H 1.186 -1.933 4.498
H -0.800 1.805 4.084
H -0.772 2.110 6.565
```